# 1
Molecular formula: C24H21Cl2N5Ru
Method: DFT, ωB97M-V/def2-TZVPD

Geometry as XYZ:
```
53
Properties=species:S:1:pos:R:3:lowdin_spin:R:1
Ru 0.0715 0.3001 0.0023 0.155
C 1.4579 0.2606 2.5084 0.001
N 0.0191 0.2489 2.1495 0.001
C -0.6928 -0.9560 2.6486 0.000
C -1.2325 -1.7892 1.5077 0.000
C -1.9984 -2.9209 1.7309 0.000
C -2.4623 -3.6474 0.6486 0.000
C -2.1502 -3.2206 -0.6328 0.000
C -1.3860 -2.0808 -0.7880 -0.002
N -0.9340 -1.3838 0.2676 -0.002
C -0.6918 1.5068 2.4878 0.002
C -1.8768 1.7163 1.5713 0.000
C -3.0540 2.2966 1.9989 0.000
C -4.0716 2.5060 1.0770 0.000
C -3.8878 2.1107 -0.2331 0.000
C -2.6859 1.5174 -0.5887 0.003
N -1.7031 1.3402 0.2917 0.005
C 2.2548 -0.6583 1.6040 0.000
C 3.3661 -1.3486 2.0455 0.000
C 4.0761 -2.1259 1.1398 0.000
C 3.6436 -2.2033 -0.1697 0.000
C 2.5115 -1.4938 -0.5395 0.002
N 1.8456 -0.7310 0.3245 0.005
H 1.6213 -0.0039 3.5575 0.000
H 1.8189 1.2778 2.3606 0.000
H -1.5209 -0.6627 3.2957 0.000
H -0.0210 -1.5615 3.2587 0.000
H -2.2283 -3.2229 2.7448 0.000
H -3.0616 -4.5351 0.8035 0.000
H -2.4951 -3.7560 -1.5061 0.000
H -1.1074 -1.6739 -1.7545 0.000
H 0.0093 2.3260 2.3314 0.000
H -1.0102 1.5302 3.5343 0.000
H -3.1716 2.5808 3.0364 0.000
H -4.9991 2.9690 1.3868 0.000
H -4.6573 2.2501 -0.9791 0.000
H -2.4749 1.1722 -1.5932 0.003
H 3.6727 -1.2757 3.0807 0.000
H 4.9547 -2.6696 1.4613 0.000
H 4.1641 -2.8028 -0.9031 0.000
H 2.1147 -1.5136 -1.5465 0.001
Cl 1.6654 2.2824 -0.6191 0.024
C 1.6045 1.9770 -2.3477 0.113
C 2.3797 2.7471 -3.1766 -0.015
C 2.3202 2.5020 -4.5467 0.145
C 1.4873 1.5026 -5.0474 -0.016
C 0.7164 0.7470 -4.1940 0.115
Cl -0.3081 -0.4791 -4.8547 0.026
C 0.7304 0.9278 -2.7713 0.025
N -0.0012 0.1907 -1.9509 0.410
H 3.0179 3.5249 -2.7771 -0.003
H 2.9207 3.0927 -5.2245 0.009
H 1.4393 1.3129 -6.1109 -0.004
```

Results
LUMO energy (spin up / spin down) = -0.09412 / -0.10620 Eh
orbital gap (spin up / spin down) = 6.63 / 7.10 eV
⟨S²⟩ = 0.7917
multiplicity = 2
HOMO level (spin up / spin down) = -9.2 / -10.0 eV
charge = +1



# 2
Molecular formula: C24H21F6FeN4O8S2
Method: DFT, ωB97M-V/def2-TZVPD

Geometry as XYZ:
```
66
Properties=species:S:1:pos:R:3:lowdin_spin:R:1
Fe 0.7588 0.0633 0.0229 3.732
C -0.1354 -5.0047 -2.5229 0.000
C -0.7349 -3.6084 -2.3598 0.000
C -1.5501 -3.4403 -1.0966 0.002
C -2.7879 -4.0738 -1.0303 0.000
C -3.6265 -3.9004 0.0540 0.002
C -3.2314 -3.0652 1.0865 0.000
C -2.0061 -2.4119 1.0643 0.002
C -1.6195 -1.5659 2.2466 0.002
C -0.8766 -2.3760 3.3074 0.000
C -1.1466 -2.6277 -0.0259 0.003
N 0.1195 -1.9835 -0.0853 0.029
C 1.1803 -2.7292 -0.1705 0.009
C 2.4579 -2.1612 -0.4037 0.006
C 3.7286 -2.7443 -0.4601 0.003
C 4.6164 -1.6945 -0.6971 0.005
C 3.8363 -0.5295 -0.7708 0.006
N 2.5396 -0.8045 -0.6058 0.031
H 0.3513 -5.1090 -3.4934 0.000
H -0.9059 -5.7737 -2.4453 0.000
H 0.6093 -5.2099 -1.7532 0.000
H -1.3943 -3.4074 -3.2090 0.000
H 0.0564 -2.8609 -2.4044 0.000
H -3.1020 -4.6926 -1.8639 0.000
H -4.5887 -4.3954 0.0874 0.000
H -3.8867 -2.9044 1.9349 0.000
H -2.5271 -1.1337 2.6746 0.000
H -1.0114 -0.7194 1.9370 0.001
H -1.5080 -3.1845 3.6841 0.000
H -0.5820 -1.7414 4.1425 0.000
H 0.0294 -2.8154 2.8905 0.000
H 1.0984 -3.8121 -0.0622 0.001
H 3.9586 -3.7902 -0.3319 0.000
H 5.6871 -1.7531 -0.8067 0.001
H 4.1684 0.4838 -0.9408 0.000
O 0.2626 1.2504 -1.6414 0.056
C -0.6988 1.7614 -0.9856 0.012
O -1.0206 1.3272 0.1465 0.028
C -1.4360 2.9293 -1.5663 0.001
C -1.3131 3.2273 -2.9168 0.001
C -1.9828 4.3151 -3.4608 0.000
C -2.7634 5.1232 -2.6509 0.000
C -2.8666 4.8009 -1.3091 0.000
C -2.2274 3.7177 -0.7414 0.001
N -3.7086 5.6607 -0.4507 0.000
O -4.0545 6.7374 -0.9036 0.000
O -4.0680 5.2134 0.6166 0.000
H -0.6749 2.6010 -3.5251 0.000
H -1.8906 4.5402 -4.5147 0.000
H -3.2831 5.9883 -3.0346 0.000
H -2.3161 3.4920 0.3102 0.000
F 3.8650 -0.3743 3.5640 0.000
C 3.4981 0.8854 3.3058 0.000
F 4.3400 1.3930 2.4120 0.000
F 3.5860 1.5846 4.4328 0.000
S 1.7364 0.8916 2.6660 0.006
O 1.5550 -0.4494 2.1312 0.030
O 0.9250 1.3066 3.7664 0.003
N 1.7180 1.8305 1.3883 0.019
S 1.5967 3.4220 1.6581 0.002
O 0.2663 3.9276 1.5306 0.000
O 2.4185 3.8342 2.7601 0.003
C 2.4754 4.0075 0.1373 0.000
F 2.7823 5.3008 0.3047 0.000
F 1.6997 3.8972 -0.9415 0.000
F 3.6037 3.3345 -0.0816 0.000
```

Results
LUMO energy (spin up / spin down) = 0.06555 / 0.06554 Eh
orbital gap (spin up / spin down) = 7.06 / 7.06 eV
⟨S²⟩ = 6.0077
multiplicity = 5
HOMO level (spin up / spin down) = -5.3 / -5.3 eV
charge = -1



# 3
Molecular formula: C24H21I2N9O10V
Method: DFT, ωB97M-V/def2-TZVPD

Geometry as XYZ:
```
67
Properties=species:S:1:pos:R:3:lowdin_spin:R:1
V 0.6174 0.4184 -0.1879 0.582
O -1.0711 -2.1329 3.0016 0.006
C 0.0752 -2.2486 3.7101 0.009
C 0.0501 -3.1007 4.8127 -0.002
C 1.1770 -3.2678 5.5900 0.011
C 2.3558 -2.5886 5.2871 -0.001
C 2.3861 -1.7443 4.1994 0.009
C 1.2556 -1.5567 3.3954 0.002
C 1.3354 -0.6596 2.2452 0.055
O 0.2987 -0.4955 1.4640 0.037
N 2.4430 -0.0151 1.9401 0.060
N 2.1797 0.7169 0.8610 0.179
C 3.2859 1.1103 0.0151 0.012
C 2.7726 2.3414 -0.6952 0.003
C 3.4948 3.4737 -1.0054 0.000
C 2.8576 4.4847 -1.7104 0.002
C 1.5287 4.3304 -2.0764 0.001
C 0.8670 3.1739 -1.7014 0.003
N 1.4794 2.2141 -1.0142 0.001
H -0.9023 -1.5338 2.2510 0.000
H -0.8726 -3.6202 5.0346 0.000
H 1.1408 -3.9355 6.4415 0.001
H 3.2390 -2.7253 5.8956 0.000
H 3.2885 -1.2106 3.9356 0.000
H 4.2045 1.2681 0.5816 0.000
H 4.5322 3.5528 -0.7117 0.000
H 3.3941 5.3871 -1.9723 0.000
H 1.0052 5.0948 -2.6320 0.000
H -0.1750 3.0015 -1.9398 0.000
I -3.5862 -2.2888 0.2822 0.000
C -2.1905 -3.8989 0.1680 0.000
I -0.2357 -3.2934 -0.3769 0.001
H -2.5871 -4.6032 -0.5515 0.000
H -2.1460 -4.3233 1.1630 0.000
O 4.5775 -2.2106 -5.2860 0.000
N 3.4649 -1.9485 -5.6952 0.000
O 3.0988 -2.0812 -6.8462 0.000
C 2.4935 -1.4306 -4.7246 -0.001
C 2.8725 -1.2946 -3.3937 0.001
C 1.9484 -0.7811 -2.5289 0.001
C 0.6432 -0.4105 -2.8997 -0.001
O -0.1439 0.0671 -1.9645 -0.015
C 0.3087 -0.5974 -4.2577 -0.001
C 1.2323 -1.1025 -5.1626 0.000
N -1.0146 -0.2773 -4.7868 0.000
O -1.8298 0.2516 -4.0464 0.000
O -1.2430 -0.5450 -5.9471 0.000
N 2.1542 -0.6921 -1.0945 0.004
O 2.2803 -1.8622 -0.5611 0.022
O 3.5082 0.0984 -0.9450 0.008
H 3.8534 -1.5877 -3.0497 0.000
H 0.9589 -1.2336 -6.1975 0.000
C -4.8267 1.7405 0.3510 0.000
N -3.4114 1.7271 0.6370 0.003
C -2.7984 2.2170 1.8531 0.000
C -1.3143 2.0316 1.5435 -0.001
O -0.4065 2.3282 2.2748 0.004
N -1.2011 1.4743 0.2759 0.004
C -2.4471 1.3613 -0.2217 0.003
N -2.6978 0.9660 -1.4559 0.001
H -5.3688 1.8359 1.2886 0.000
H -5.1358 0.8006 -0.1106 0.000
H -5.1079 2.5716 -0.3007 0.000
H -3.0787 1.6283 2.7282 0.000
H -3.0220 3.2694 2.0386 0.000
H -1.9312 0.6102 -2.0276 0.000
H -3.6395 0.8299 -1.7755 0.000
```

Results
LUMO energy (spin up / spin down) = -0.02783 / -0.03733 Eh
orbital gap (spin up / spin down) = 7.05 / 6.81 eV
⟨S²⟩ = 0.9446
multiplicity = 2
HOMO level (spin up / spin down) = -7.8 / -7.8 eV



# 4
Molecular formula: C24H21N5O5V
Method: DFT, ωB97M-V/def2-TZVPD

Geometry as XYZ:
```
56
Properties=species:S:1:pos:R:3:lowdin_spin:R:1
V 0.0604 0.1715 0.0853 2.700
O -1.6845 2.4737 -2.2778 0.001
C -2.0986 3.3333 -1.2477 0.000
C -1.9895 2.7865 0.1723 0.003
N -0.6657 2.3026 0.6407 0.003
C 0.4805 3.1107 0.1777 0.006
C 1.3632 2.3300 -0.8332 0.008
O 2.5416 2.6235 -0.9130 -0.002
O 0.7433 1.4183 -1.5115 0.046
C -0.7438 2.1700 2.1101 0.005
C -1.3543 0.8147 2.5172 0.006
O -2.2247 0.7808 3.3708 0.006
O -0.8533 -0.1974 1.8995 0.036
H -0.7547 2.2025 -2.1110 0.001
H -3.1588 3.5403 -1.4078 0.000
H -1.5902 4.3015 -1.3211 0.000
H -2.6998 1.9699 0.3094 0.000
H -2.3174 3.6041 0.8290 0.000
H 1.0995 3.4280 1.0135 0.000
H 0.1689 4.0300 -0.3201 0.001
H -1.3222 2.9804 2.5600 0.000
H 0.2574 2.1968 2.5375 0.001
C 0.8898 -3.8493 -1.6247 -0.002
C 0.3188 -2.6117 -1.3227 0.031
N 0.8589 -1.7505 -0.4745 0.013
C 2.0177 -2.0943 0.1369 0.019
C 2.6611 -3.3199 -0.1020 0.000
C 2.0634 -4.2075 -1.0110 0.027
C 3.8768 -3.6280 0.5849 -0.001
C 4.4237 -2.7451 1.4452 -0.005
C 3.8190 -1.4684 1.6712 0.001
C 4.4012 -0.4978 2.5018 0.012
C 3.8026 0.7277 2.6115 0.001
C 2.6219 0.9715 1.9045 0.015
N 2.0229 0.0722 1.1480 0.011
C 2.6186 -1.1374 1.0207 0.010
H 0.3984 -4.5010 -2.3327 -0.001
H -0.6122 -2.3142 -1.7902 0.002
H 2.5368 -5.1589 -1.2185 0.002
H 4.3442 -4.5857 0.3942 0.000
H 5.3435 -2.9746 1.9682 0.000
H 5.3215 -0.7231 3.0258 0.001
H 4.2281 1.5139 3.2182 0.000
H 2.1716 1.9504 1.9493 0.001
N -6.5957 -1.7341 -3.0797 0.004
C -5.5991 -1.4235 -2.6017 0.001
C -4.3501 -1.0474 -2.0106 0.008
C -3.2944 -0.6228 -2.8093 -0.002
C -2.1074 -0.2737 -2.1935 0.012
N -1.9332 -0.3317 -0.8701 0.009
C -2.9482 -0.7524 -0.1049 0.010
C -4.1741 -1.1147 -0.6322 -0.002
H -3.3979 -0.5565 -3.8822 0.000
H -1.2628 0.0646 -2.7748 0.001
H -2.7507 -0.8015 0.9591 0.000
H -4.9718 -1.4461 0.0162 0.000
```

Results
LUMO energy (spin up / spin down) = -0.02781 / -0.03229 Eh
orbital gap (spin up / spin down) = 6.34 / 8.15 eV
⟨S²⟩ = 3.7599
multiplicity = 4
HOMO level (spin up / spin down) = -7.1 / -9.0 eV
relative energy (zero: lowest compared OMol25 entry of this formula, charge and spin) = 37.3 kJ/mol



One value per record, in order, for largest force on an atom: 1.52, 0.57, 0.74, 0.67 eV Å⁻¹.